(1)
Computed, not measured: a molecular structure, C13H27HgN3O3V at a distorted geometry, with ωB97M-V with the def2-TZVPD basis set.

Output
Total charge ... +2
⟨S²⟩ ... 0.78
Kohn-Sham gap (alpha / beta) ... 5.956 / 4.218 eV
Multiplicity ... 2
Total energy ... -54375.0046 eV

Each line ends with the Mulliken spin population.
CARTESIAN COORDINATES (ANGSTROEM)
1 N -0.71 1.73 -0.45  0.02
2 C -1.26 2.77 -0.77  -0.18
3 O -2.24 3.21 -1.40  0.32
4 Hg -0.79 4.75 -0.31  0.83
5 V -0.16 0.51 0.75  -0.01
6 N 1.68 0.39 0.54  0.00
7 N -0.74 -1.03 -0.12  0.00
8 C 2.51 0.14 -0.66  0.00
9 C -1.75 -1.23 -1.17  0.00
10 C 3.98 0.45 -0.41  0.00
11 C 2.35 -1.32 -1.05  0.00
12 C 2.01 1.03 -1.79  -0.01
13 C -3.05 -0.54 -0.76  -0.01
14 C -2.04 -2.71 -1.41  0.00
15 C -1.26 -0.59 -2.46  0.00
16 H 4.12 1.46 -0.03  0.00
17 H 4.53 0.37 -1.36  0.00
18 H 4.44 -0.27 0.29  0.00
19 H 2.78 -1.97 -0.27  0.00
20 H 2.87 -1.52 -1.99  0.00
21 H 1.29 -1.59 -1.15  0.00
22 H 1.00 0.78 -2.11  0.00
23 H 2.68 0.90 -2.66  0.00
24 H 2.04 2.09 -1.50  0.01
25 H -3.40 -0.92 0.21  0.00
26 H -3.82 -0.73 -1.52  0.00
27 H -2.91 0.54 -0.68  0.01
28 H -2.52 -3.17 -0.54  0.00
29 H -1.12 -3.26 -1.66  0.00
30 H -2.73 -2.80 -2.26  0.00
31 H -1.99 -0.78 -3.25  0.00
32 H -0.30 -1.02 -2.77  0.00
33 H -1.15 0.49 -2.34  0.01
34 C 2.30 0.12 1.83  0.00
35 H 1.57 0.31 2.63  0.00
36 H 2.65 -0.93 1.93  0.00
37 H 3.16 0.78 2.01  0.00
38 C -0.61 -2.06 0.91  0.00
39 H -0.02 -1.67 1.76  0.00
40 H -1.59 -2.40 1.31  0.00
41 H -0.08 -2.95 0.53  0.00
42 C -1.97 2.03 4.02  0.00
43 C -1.31 1.52 2.75  0.02
44 O -1.92 0.65 2.03  0.00
45 O -0.15 1.96 2.41  0.00
46 H -2.77 1.36 4.30  0.00
47 H -2.37 3.03 3.83  0.00
48 H -1.22 2.10 4.81  0.00



(2)
Computed, not measured: 11 unconnected molecules or ions with the total composition C16H54O19 at a distorted geometry, with ωB97M-V with the def2-TZVPD basis set.

Output
Total charge ... 0
Kohn-Sham gap ... 9.011 eV
Multiplicity ... 1
Structure (SMILES) ... OCCO.OCCO.OCCO.OCCO.OCCO.OCCO.OCCO.OCCO.O.O.O
Energy above the lowest of the compared OMol25 structures with the same formula, charge and spin ... 374.58 kJ/mol
Total energy ... -56364.0145 eV

Each line ends with the Mulliken charge.
CARTESIAN COORDINATES (ANGSTROEM)
1 O 0.24 -2.39 1.06  -0.35
2 C -0.49 -3.23 1.83  0.27
3 C 0.19 -4.63 2.02  -0.75
4 O -0.69 -5.45 2.76  -0.61
5 H -0.31 -1.61 0.89  -0.43
6 H -0.59 -2.75 2.78  0.21
7 H -1.50 -3.34 1.54  0.19
8 H 1.16 -4.50 2.57  0.30
9 H 0.40 -5.19 1.10  0.40
10 H -0.90 -5.02 3.64  0.33
11 O 1.51 -3.89 -0.81  -0.61
12 C 0.73 -3.68 -1.96  -0.57
13 C 1.03 -2.38 -2.57  0.99
14 O 0.22 -2.28 -3.72  -0.61
15 H 1.10 -3.37 -0.08  0.21
16 H 1.04 -4.46 -2.69  0.34
17 H -0.34 -3.79 -1.67  0.08
18 H 2.07 -2.41 -3.01  0.45
19 H 0.92 -1.60 -1.87  -0.83
20 H 0.75 -1.96 -4.46  0.34
21 O 4.23 -1.17 -1.94  -0.58
22 C 3.58 -0.47 -0.92  0.01
23 C 4.67 0.31 -0.21  -0.63
24 O 4.21 1.33 0.61  -0.60
25 H 4.74 -1.87 -1.55  0.38
26 H 2.80 0.17 -1.29  -0.16
27 H 2.97 -1.16 -0.44  0.26
28 H 5.22 0.88 -0.90  0.42
29 H 5.34 -0.40 0.27  0.43
30 H 4.65 2.13 0.33  0.34
31 O -3.39 3.45 -0.21  -0.64
32 C -2.21 2.78 0.18  0.69
33 C -1.54 3.56 1.32  -0.42
34 O -0.64 2.74 1.98  -0.45
35 H -4.11 3.30 0.45  0.38
36 H -2.50 1.78 0.37  -0.15
37 H -1.57 2.77 -0.66  -0.39
38 H -2.27 3.81 2.08  0.54
39 H -1.06 4.52 0.94  0.15
40 H -0.46 3.11 2.89  0.27
41 O 2.30 4.40 -2.48  -0.53
42 C 2.65 4.74 -1.15  -0.58
43 C 2.04 3.59 -0.37  1.11
44 O 2.09 3.89 0.98  -0.71
45 H 1.37 4.49 -2.64  0.27
46 H 3.74 4.76 -1.02  0.28
47 H 2.27 5.77 -1.00  0.29
48 H 2.43 2.63 -0.68  -0.19
49 H 1.00 3.59 -0.51  -0.23
50 H 1.49 3.23 1.38  0.24
51 O -2.53 -0.53 -1.44  -0.50
52 C -2.93 -1.83 -1.15  0.38
53 C -3.55 -2.00 0.26  0.23
54 O -3.94 -3.33 0.41  -0.61
55 H -1.72 -0.37 -0.92  -0.75
56 H -3.64 -2.01 -1.97  0.35
57 H -2.17 -2.59 -1.27  -0.58
58 H -4.53 -1.44 0.34  0.36
59 H -2.99 -1.69 1.15  -0.51
60 H -3.25 -3.97 0.34  0.33
61 O -2.00 1.87 -4.63  -0.58
62 C -1.21 1.34 -3.65  0.28
63 C 0.27 1.62 -4.00  -0.38
64 O 1.04 1.48 -2.79  -0.34
65 H -2.25 2.73 -4.30  0.38
66 H -1.53 1.67 -2.65  -0.29
67 H -1.33 0.28 -3.47  0.03
68 H 0.37 2.63 -4.34  0.31
69 H 0.62 0.90 -4.82  0.28
70 H 1.91 1.32 -3.11  0.10
71 O -1.45 -0.06 2.03  0.50
72 C -2.51 0.28 2.89  -0.47
73 C -2.72 -0.94 3.81  -0.18
74 O -3.63 -0.88 4.85  -0.57
75 H -0.90 0.71 1.88  -0.66
76 H -2.16 1.19 3.51  0.44
77 H -3.38 0.69 2.35  0.28
78 H -1.75 -1.18 4.25  0.18
79 H -3.03 -1.80 3.23  0.17
80 H -3.53 0.00 5.26  0.35
81 O 1.24 -1.12 3.76  -0.64
82 H 0.95 -0.73 2.91  0.21
83 H 1.10 -0.46 4.44  0.32
84 O 1.76 0.40 1.54  -0.31
85 H 1.53 1.06 2.23  0.28
86 H 2.69 0.43 1.31  -0.03
87 O -0.08 0.28 -0.47  5.10
88 H 0.14 0.82 -1.21  -1.19
89 H 0.51 0.49 0.25  -1.40



(3)
Computed, not measured: a molecular structure, C26H46AuBN6OS, with ωB97M-V with the def2-TZVPD basis set.

Output
Total charge ... 0
Kohn-Sham gap ... 8.768 eV
Multiplicity ... 1
Total energy ... -53903.2726 eV

Each line ends with the Mulliken charge.
CARTESIAN COORDINATES (ANGSTROEM)
1 Au -0.03 0.44 -0.07  1.13
2 C -2.26 -4.46 1.57  -1.39
3 C -2.24 -3.22 0.75  0.87
4 C -3.16 -2.80 -0.20  -1.08
5 C -2.67 -1.57 -0.68  -0.86
6 N -1.54 -1.28 -0.06  0.04
7 N -1.28 -2.28 0.82  0.55
8 B 0.00 -2.29 1.69  -0.85
9 N 1.28 -2.28 0.82  0.38
10 N 1.57 -1.29 -0.06  0.08
11 C 2.71 -1.61 -0.67  -0.36
12 C 3.16 -2.85 -0.16  -1.30
13 C 2.23 -3.24 0.77  0.69
14 C 2.22 -4.48 1.61  -1.36
15 C 3.40 -0.79 -1.73  2.58
16 C 4.81 -0.44 -1.23  -1.84
17 C 3.51 -1.64 -3.01  -1.84
18 C 2.66 0.50 -2.05  -1.55
19 N 0.00 -1.11 2.70  0.52
20 N -0.03 0.20 2.32  0.03
21 C -0.07 0.92 3.44  -0.34
22 C -0.06 0.07 4.56  -1.29
23 C -0.02 -1.21 4.05  0.66
24 C 0.00 -2.51 4.79  -1.34
25 C -0.09 2.43 3.51  2.47
26 C 1.20 2.91 4.18  -1.86
27 C -0.19 3.07 2.13  -1.72
28 C -1.30 2.87 4.34  -1.90
29 C -3.26 -0.67 -1.75  2.33
30 C -4.55 -1.28 -2.29  -2.35
31 C -3.57 0.71 -1.14  -1.01
32 C -2.25 -0.51 -2.90  -1.26
33 H -3.16 -5.04 1.34  0.36
34 H -1.39 -5.09 1.38  0.20
35 H -2.28 -4.23 2.64  0.20
36 H -4.05 -3.33 -0.50  0.55
37 H 0.00 -3.31 2.33  -0.16
38 H 4.05 -3.39 -0.44  0.52
39 H 3.11 -5.07 1.39  0.37
40 H 2.22 -4.24 2.67  0.19
41 H 1.34 -5.09 1.41  0.21
42 H 5.40 -1.34 -1.02  0.37
43 H 5.34 0.15 -1.98  0.45
44 H 4.75 0.15 -0.31  0.36
45 H 4.08 -2.55 -2.83  0.38
46 H 2.51 -1.92 -3.35  0.38
47 H 4.00 -1.07 -3.80  0.44
48 H 2.56 1.11 -1.15  -0.03
49 H 3.20 1.07 -2.80  0.46
50 H 1.66 0.30 -2.45  0.26
51 H -0.07 0.35 5.60  0.49
52 H 0.00 -2.30 5.86  0.36
53 H -0.87 -3.11 4.56  0.20
54 H 0.89 -3.09 4.55  0.19
55 H 2.07 2.54 3.63  0.36
56 H 1.25 4.00 4.20  0.44
57 H 1.27 2.54 5.21  0.39
58 H 0.68 2.80 1.52  0.17
59 H -1.09 2.75 1.61  0.34
60 H -0.21 4.16 2.24  0.53
61 H -1.23 2.50 5.37  0.37
62 H -1.36 3.96 4.38  0.44
63 H -2.22 2.48 3.91  0.38
64 H -5.29 -1.40 -1.49  0.42
65 H -4.98 -0.62 -3.05  0.42
66 H -4.36 -2.25 -2.74  0.42
67 H -4.31 0.63 -0.35  0.41
68 H -2.66 1.15 -0.71  -0.23
69 H -3.95 1.39 -1.92  0.48
70 H -2.03 -1.48 -3.35  0.38
71 H -2.65 0.16 -3.67  0.40
72 H -1.31 -0.08 -2.54  0.10
73 C -1.39 3.89 -1.26  -1.21
74 S -0.03 2.72 -1.40  1.26
75 C 1.29 3.91 -1.14  -1.31
76 O 0.03 2.32 -2.83  -0.69
77 H -1.25 4.63 -2.05  0.50
78 H -1.37 4.35 -0.27  0.33
79 H -2.32 3.34 -1.41  0.19
80 H 1.14 4.43 -0.20  0.38
81 H 1.27 4.59 -1.99  0.51
82 H 2.23 3.36 -1.13  0.27



multiplicity of number 3 (C26H46AuBN6OS)? 1